(1)
DFT (wB97M-V/def2-TZVPD) results for a structure of composition C2H2F2S in a non-equilibrium geometry.

Each line ends with the Löwdin charge.
CARTESIAN COORDINATES (ANGSTROEM)
S (-0.88437, 1.24488, 0.43170)  0.88
F (1.24674, -0.07932, 1.36575)  0.00
F (-1.00890, -1.48927, 0.32085)  0.02
C (0.66061, 0.32527, 0.22507)  -0.60
C (-0.53862, -0.39367, -0.25038)  -0.63
H (1.40245, 0.69923, -0.47446)  0.12
H (-0.87790, -0.30712, -1.61854)  0.21

The charge is 0. The HOMO-LUMO gap comes out at 0.382 hartree. As for the spin multiplicity: 1. The highest occupied orbital energy is -0.358 hartree.



(2)
DFT (wB97M-V/def2-TZVPD) results for the molecule C15H13N3OS in a non-equilibrium geometry.

Each line ends with the Löwdin charge.
CARTESIAN COORDINATES (ANGSTROEM)
S (1.11202, 0.09726, -3.33258)  1.05
O (2.27015, 1.75249, -0.75515)  0.01
N (0.15634, -1.54193, 0.28063)  0.20
N (1.77091, 0.16287, 0.72352)  0.18
N (0.38614, 0.39595, 3.39792)  -0.25
C (-1.39386, -2.82805, -2.02154)  0.05
C (-0.35887, -1.82513, -2.12648)  -0.18
C (1.75419, 0.61383, -0.54283)  -0.45
C (-0.94136, 0.61926, 4.06544)  -0.09
C (0.88311, -0.78209, 1.09615)  -0.29
C (-3.30119, -4.03590, -3.07374)  -0.11
C (1.11612, -0.15915, -1.55167)  -0.37
C (-0.91903, -1.64774, -4.56586)  -0.06
C (1.17795, 1.60935, 3.19433)  -0.12
C (-1.87833, -2.61864, -4.39014)  -0.04
C (0.74856, -0.86122, 2.58227)  -0.08
C (-0.06289, -1.33100, -3.42428)  -0.36
C (-2.09174, -3.28480, -3.13683)  -0.25
C (0.27767, -1.09975, -1.06426)  -0.24
C (-4.35810, -4.66585, -2.95966)  0.13
H (-1.05244, 1.36832, 4.86489)  0.08
H (0.93643, 2.18088, 4.15316)  0.10
H (0.15867, -1.71009, 2.88395)  0.11
H (0.78106, 2.19205, 2.33938)  0.09
H (-1.27992, -0.32325, 4.58354)  0.08
H (-1.51744, -3.28883, -0.99318)  0.14
H (-1.75073, 0.64017, 3.28301)  0.08
H (-2.47554, -2.96377, -5.25788)  0.13
H (-0.90835, -0.99838, -5.39882)  0.09
H (1.79205, -1.14436, 2.89797)  0.13
H (2.26778, 1.39726, 3.16606)  0.08
H (2.42850, 0.59487, 1.39310)  0.16
H (-5.30287, -5.10451, -2.71666)  0.02

Its SMILES is C#Cc1ccc2sc3c(=O)[nH]c(CN(C)C)nc3c2c1. The charge is 0. The HOMO-LUMO gap comes out at 0.308 hartree. As for the spin multiplicity: 1. The highest occupied orbital energy is -0.311 hartree.



(3)
DFT (wB97M-V/def2-TZVPD) results for a cluster of 2 separate species, C2H9N2 in total in a non-equilibrium geometry.

Each line ends with the Löwdin charge.
CARTESIAN COORDINATES (ANGSTROEM)
N (-0.75265, 2.66233, -1.53127)  0.21
N (1.13375, 1.42096, -2.09721)  0.20
C (0.28354, 2.38436, -2.27906)  -0.17
C (-0.53344, -5.35206, 4.85708)  -0.05
H (0.16770, -5.73768, 4.11874)  0.01
H (-1.54785, -5.27158, 4.48173)  0.01
H (-1.51076, 3.26747, -1.82326)  0.15
H (2.11346, 1.53361, -2.32969)  0.15
H (-0.59952, -6.02992, 5.70745)  0.02
H (0.43202, 3.05878, -3.11827)  0.17
H (-0.12828, -4.39110, 5.15876)  0.01
H (-1.06351, 2.14317, -0.71865)  0.15
H (0.95169, 0.63811, -1.48551)  0.15

The charge is +1. The HOMO-LUMO gap comes out at 0.379 hartree. As for the spin multiplicity: 1. The highest occupied orbital energy is -0.537 hartree.



(4)
DFT (wB97M-V/def2-TZVPD) results for a cluster of 5 separate species, C2H14O4S2 in total in a non-equilibrium geometry.

Each line ends with the Löwdin charge.
CARTESIAN COORDINATES (ANGSTROEM)
S (2.08213, 1.41857, 1.80540)  0.42
S (1.16889, 2.76985, 0.61983)  0.30
O (0.70910, -3.59749, 0.23466)  -0.10
O (-2.10826, 1.45087, -2.50653)  -0.03
O (1.26895, 0.71319, -1.88708)  -0.11
O (-1.83612, -1.45512, -1.81260)  -0.06
C (1.14044, -0.08648, 1.92550)  -0.62
C (-0.33057, 0.17062, 2.52313)  -0.16
H (-0.96799, -0.67892, 2.42098)  0.04
H (-0.05115, 3.15072, 1.03086)  -0.19
H (-0.74283, 1.09197, 1.94118)  0.06
H (-1.59222, 1.22833, -3.28218)  0.05
H (-1.43862, 1.73341, -1.90515)  0.02
H (-2.05714, -1.72915, -2.69572)  0.02
H (1.72404, -0.78097, 2.49224)  0.05
H (-0.04864, -3.21695, 0.67942)  0.02
H (-0.23920, 0.55991, 3.60961)  0.09
H (1.76320, 1.49964, -2.20140)  0.04
H (0.78735, -0.55206, 0.95781)  0.07
H (0.86705, -3.43392, -0.75167)  0.08
H (-2.04918, -0.51221, -1.81765)  -0.01
H (1.95079, 0.25619, -1.38064)  0.03

Its SMILES is CCSS.O.O.O.O. The charge is 0. The HOMO-LUMO gap comes out at 0.330 hartree. As for the spin multiplicity: 1. The highest occupied orbital energy is -0.323 hartree.



(5)
DFT (wB97M-V/def2-TZVPD) results for a cluster of 8 separate species, C16H48O16 in total in a non-equilibrium geometry.

Each line ends with the Löwdin charge.
CARTESIAN COORDINATES (ANGSTROEM)
O (-0.78795, -5.76973, -0.79713)  -0.08
O (1.02412, 0.57700, 5.58882)  -0.05
O (0.69432, -1.23594, -0.01515)  -0.08
O (-3.39900, 4.12258, 0.72272)  -0.07
O (2.64992, -1.01053, 3.74979)  -0.04
O (1.53430, -5.54759, 4.21659)  -0.06
O (6.39304, 3.08777, -1.22611)  -0.08
O (-0.47460, 1.66211, -1.98558)  -0.11
O (-3.12401, 2.15144, -1.65405)  -0.08
O (-1.55060, -1.40125, 1.40579)  -0.10
O (-2.54143, -2.50505, -1.03062)  -0.10
O (-1.27008, 2.85782, -4.63363)  -0.07
O (1.02406, -5.57796, 1.17848)  -0.09
O (4.76764, 0.59622, -1.77181)  -0.07
O (1.05461, 3.76800, -2.95194)  -0.08
O (-3.12909, 1.13929, 1.20808)  -0.08
C (-0.34058, 3.90860, -4.95471)  -0.22
C (1.23341, -1.00017, 3.74808)  -0.25
C (-3.54306, -0.09997, 1.80264)  -0.19
C (2.08765, -4.69101, 3.23431)  -0.22
C (4.16850, 1.86128, -1.49556)  -0.23
C (-2.85463, 4.38039, -0.55983)  -0.21
C (5.16871, 2.97094, -1.98112)  -0.22
C (-0.95745, -4.46396, -1.28403)  -0.24
C (1.12150, -4.45990, 2.07130)  -0.20
C (-3.43180, 3.53603, -1.74612)  -0.20
C (0.35253, 4.65641, -3.78214)  -0.25
C (-0.30991, 0.28538, -1.69787)  -0.20
C (-2.30331, -0.74656, 2.44117)  -0.17
C (0.59343, -0.66932, 5.07291)  -0.25
C (0.59617, 0.09633, -0.46760)  -0.24
C (-2.30098, -3.89576, -0.69757)  -0.18
H (-0.09690, -3.88557, -0.94024)  0.11
H (-3.33292, 3.17763, 0.90561)  0.04
H (3.01774, -0.24055, 3.31353)  0.09
H (-3.19243, 3.97215, -2.71965)  0.11
H (2.33234, -3.77125, 3.76505)  0.11
H (-2.18880, -1.75298, 0.77176)  0.04
H (3.94649, 2.00323, -0.43580)  0.12
H (-1.81316, 4.05854, -0.44792)  0.12
H (-2.83581, 5.46492, -0.64568)  0.12
H (0.17446, -0.20332, -2.54513)  0.13
H (0.93130, -0.38690, 2.89576)  0.11
H (0.58877, 2.94792, -2.73898)  0.03
H (-3.92543, -0.74429, 1.00676)  0.12
H (7.00514, 3.71742, -1.61109)  0.08
H (0.64785, -1.48732, 5.79732)  0.12
H (-0.14329, -1.35039, 0.46502)  0.02
H (0.42195, 3.57506, -5.66284)  0.11
H (-0.21852, -5.70976, -0.01505)  0.03
H (-1.29838, -0.11893, -1.46939)  0.11
H (-0.79299, 2.15084, -4.18645)  0.06
H (1.09689, 5.41163, -4.04340)  0.12
H (5.40051, 2.73540, -3.02041)  0.11
H (4.62152, 3.91500, -1.92761)  0.11
H (1.89072, -5.99465, 1.15574)  0.10
H (-0.35750, 5.31020, -3.26244)  0.10
H (0.09573, -4.21967, 2.35107)  0.12
H (-1.42218, 1.86335, -2.02364)  0.04
H (0.75695, -1.94675, 3.47617)  0.10
H (3.04438, -5.09357, 2.88791)  0.12
H (-3.01571, 1.02096, 0.25952)  0.06
H (-0.97530, -4.49537, -2.37452)  0.12
H (0.24906, 0.80250, 0.29242)  0.12
H (-3.81776, 1.65160, -2.09250)  0.12
H (-4.40873, 0.13168, 2.42272)  0.12
H (3.23287, 1.94815, -2.04571)  0.10
H (5.42886, 0.49328, -1.08096)  0.08
H (-4.51109, 3.70663, -1.81046)  0.12
H (-2.20898, -4.01426, 0.38030)  0.11
H (-3.07403, -4.52888, -1.13324)  0.12
H (-0.49521, -0.58407, 4.98046)  0.10
H (-0.89110, 4.62064, -5.57213)  0.11
H (-2.56512, -2.37701, -1.98197)  0.09
H (-1.72293, 0.00887, 2.96671)  0.12
H (1.33609, -6.40766, 3.83583)  0.08
H (1.45184, -3.64438, 1.42198)  0.12
H (1.59704, 0.43779, -0.73887)  0.11
H (-2.59231, -1.55403, 3.11787)  0.12
H (0.48256, 0.80325, 6.34846)  0.08

Its SMILES is OCCO.OCCO.OCCO.OCCO.OCCO.OCCO.OCCO.OCCO. The charge is 0. The HOMO-LUMO gap comes out at 0.354 hartree. As for the spin multiplicity: 1. The highest occupied orbital energy is -0.356 hartree.



(6)
DFT (wB97M-V/def2-TZVPD) results for a cluster of 2 separate species, C4H8ClNS in total in a non-equilibrium geometry.

Each line ends with the Löwdin charge.
CARTESIAN COORDINATES (ANGSTROEM)
Cl (1.85473, -1.50018, -2.13559)  0.65
S (2.95755, 0.97389, -0.82002)  0.63
N (-0.51966, 0.54587, -0.91475)  -0.05
C (-0.95307, -0.70663, -0.28724)  -0.30
C (-0.47287, -1.02623, 1.17610)  -0.10
C (-0.26813, 1.66898, -0.02123)  -0.19
C (1.78531, -0.08016, -1.29104)  -1.15
H (-0.51091, -1.47116, -0.81735)  0.03
H (-2.06626, -0.59638, -0.22168)  0.13
H (0.75510, 1.68545, 0.25763)  -0.02
H (0.51554, -1.29778, 1.25582)  0.03
H (-0.31826, 2.62929, -0.63141)  0.10
H (-0.85456, 1.54529, 0.94951)  0.10
H (-0.91811, -0.44672, 2.00072)  0.07
H (-0.98640, -1.92355, 1.50054)  0.06

The charge is 0. The HOMO-LUMO gap (spin up / spin down) comes out at 0.283 / 0.301 hartree. As for the spin multiplicity: 1. The highest occupied orbital energy (spin up / spin down) is -0.306 / -0.327 hartree.



(7)
DFT (wB97M-V/def2-TZVPD) results for a structure of composition C26H55AsF6HgNO10S5 in a non-equilibrium geometry.

Each line ends with the Löwdin charge.
CARTESIAN COORDINATES (ANGSTROEM)
Hg (3.64764, -0.14765, 2.49616)  1.24
As (0.35059, 0.29473, 0.28475)  0.72
S (-4.24231, -1.71301, -5.11331)  0.66
S (-3.36982, 2.49490, 6.84985)  0.65
S (1.72357, -2.95165, 3.68645)  0.70
S (2.05874, 5.58826, 3.33233)  0.65
S (5.08850, 3.61204, -2.35877)  0.67
F (-0.71901, 0.94556, 1.45845)  -0.22
F (1.40960, -0.33272, -0.91911)  -0.23
F (-0.90511, 0.31954, -0.87675)  -0.22
F (-0.13283, -1.29299, 0.75787)  -0.23
F (1.64625, 0.15919, 1.56258)  -0.43
F (0.91531, 1.86230, -0.11120)  -0.21
O (2.48049, -2.16872, 2.69219)  -0.49
O (-3.34140, -2.09549, -6.16909)  -0.33
O (3.06778, 5.00227, 4.16797)  -0.33
O (4.93781, 3.97574, -0.96593)  -0.34
O (0.90286, 6.19062, 3.94814)  -0.32
O (-5.60466, -1.39650, -5.42465)  -0.29
O (1.80930, -4.37873, 3.58153)  -0.26
O (-3.85472, 3.84128, 6.87237)  -0.30
O (6.11341, 4.19230, -3.16865)  -0.30
O (-2.92735, 1.88583, 8.08223)  -0.33
N (-0.40451, -3.95777, -4.10506)  -0.10
C (-4.65485, -2.07491, -2.58484)  -0.20
C (1.95950, 5.01461, 0.73750)  -0.22
C (2.06758, 6.51735, 0.90563)  -0.22
C (5.13470, 1.81014, -2.38276)  -0.22
C (2.75914, 6.82586, 2.22120)  -0.20
C (-3.70109, -0.84339, -2.64145)  -0.20
C (3.45901, 3.82796, -3.10999)  -0.19
C (-2.04113, 2.41038, 5.64403)  -0.22
C (2.02930, -2.41176, 5.37252)  -0.21
C (3.66089, 1.46216, -2.47557)  -0.26
C (0.81766, -4.42577, -3.50702)  -0.20
C (-4.47842, 1.37090, 5.98255)  -0.23
C (1.51209, 4.43521, 2.08761)  -0.24
C (-0.47421, -2.83313, 5.08638)  -0.19
C (-3.51728, -0.40205, -4.09210)  -0.20
C (-1.11954, -4.83237, -5.01098)  -0.19
C (0.01984, -1.61919, -3.36431)  -0.08
C (-0.47952, -2.55874, -4.45819)  -0.19
C (0.57076, -5.54310, -2.47862)  -0.04
C (-3.55849, 0.56499, 5.07709)  -0.22
C (-2.57826, 1.57305, 4.45372)  -0.20
C (0.63697, -2.32091, 6.03380)  -0.18
C (2.99029, 2.41053, -3.45212)  -0.21
C (-4.26879, -2.92300, -3.78560)  -0.23
C (-0.01966, -2.54896, 3.66388)  -0.22
C (-0.27169, -5.17135, -6.25677)  -0.04
H (2.39274, -1.38134, 5.35227)  0.09
H (-0.57912, -3.91014, 5.21358)  0.12
H (3.18166, 2.10469, -4.48358)  0.12
H (0.42135, 4.37583, 2.11334)  0.11
H (2.65744, 7.78143, 2.72423)  0.11
H (-0.45868, -3.12877, 2.85798)  0.12
H (2.58922, 6.93307, 0.03988)  0.12
H (-1.76118, 1.02112, 3.99410)  0.09
H (0.03223, -2.36878, -5.41254)  0.15
H (-2.47021, -0.52539, -4.37318)  0.06
H (0.60880, -2.95142, 6.92033)  0.12
H (-2.74379, -1.22293, -2.27719)  0.09
H (3.22782, 1.46737, -1.46901)  0.09
H (1.41041, -3.61154, -3.10738)  0.12
H (0.48205, -1.28262, 6.31240)  0.12
H (1.08369, 6.98659, 0.81620)  0.12
H (-2.02851, -4.31066, -5.30574)  0.10
H (3.81821, 6.62733, 2.04383)  0.11
H (-5.03874, 0.86044, 6.76051)  0.11
H (3.55191, 4.40515, -4.02527)  0.11
H (-1.10653, 1.99548, 6.01089)  0.10
H (-4.04951, -0.05973, -1.97524)  0.12
H (-3.04723, -0.14540, 5.72950)  0.11
H (-3.25742, -3.32014, -3.65943)  0.08
H (-0.89879, -5.35146, -7.12913)  0.09
H (-4.47120, -2.57431, -1.63903)  0.12
H (-3.80920, 0.59236, -4.41331)  0.12
H (5.59372, 1.49929, -3.32485)  0.11
H (1.81232, 3.45438, 2.45594)  0.08
H (1.90827, 2.26825, -3.39433)  0.12
H (-1.89902, 3.45581, 5.37529)  0.10
H (-3.03466, 2.29665, 3.78228)  0.12
H (-4.94003, -3.74796, -4.01146)  0.12
H (1.55546, -5.91215, -2.19078)  0.08
H (1.04058, -1.30854, -3.57723)  0.08
H (0.06997, -6.37883, -2.96204)  0.07
H (0.02572, -5.14729, -1.62715)  0.08
H (-5.65982, -1.68675, -2.74872)  0.12
H (2.81477, 4.26635, -2.35448)  0.09
H (1.39200, -4.85681, -4.34745)  0.13
H (0.25968, -6.11301, -6.10837)  0.08
H (2.84137, -3.00290, 5.78879)  0.12
H (-5.09009, 2.10778, 5.45563)  0.11
H (-1.40817, -5.74898, -4.49544)  0.12
H (-1.41509, -2.34912, 5.33262)  0.11
H (0.44370, -4.38684, -6.49467)  0.08
H (5.71546, 1.45081, -1.54091)  0.10
H (2.87840, 4.46475, 0.50458)  0.10
H (-1.54504, -2.34841, -4.56975)  0.07
H (3.43089, 0.43098, -2.76048)  0.11
H (-0.17852, -1.95032, -2.34612)  0.08
H (-0.03594, -1.47486, 3.45267)  0.10
H (-4.15252, 0.07519, 4.30681)  0.12
H (1.30729, 4.69226, -0.07358)  0.11
H (-0.57305, -0.69980, -3.37175)  0.06

The charge is +1. The HOMO-LUMO gap comes out at 0.060 hartree. As for the spin multiplicity: 1. The highest occupied orbital energy is -0.397 hartree.